Entry from the Open Molecules 2025 dataset: a structure of composition C33H41Cl2IrN2O2Te (ωB97M-V/def2-TZVPD).

## Properties
E_HOMO (alpha / beta) = -0.38099 / -0.38282 Ha
⟨S²⟩ = 0.808
LUMO level (alpha / beta) = -4.068 / -4.699 eV
multiplicity = 2
charge = +1
M = 888.43 Da
total energy = -2834.5540 a.u.
orbital gap (alpha / beta) = 6.3 / 5.7 eV

XYZ file:
```
82
Properties=species:S:1:pos:R:3:forces:R:3:lowdin_spin:R:1
Ir 0.42820 -0.16115 0.44646 0.163 0.351 -0.142 0.262
C -1.42680 0.91281 0.51716 -0.891 -0.908 -0.040 0.040
C -1.94181 0.15615 -0.62471 -0.833 0.291 -0.093 0.236
C -1.60428 0.91354 -1.82255 0.252 -0.058 0.013 -0.002
C -0.87075 1.99003 -1.39059 -0.072 0.230 0.200 0.163
C -0.74837 2.03022 0.06294 0.893 0.190 -0.430 0.055
C -0.59728 3.32402 0.84851 -0.219 0.205 -0.062 0.003
C -2.04779 3.83881 0.99211 0.022 0.021 0.010 0.004
C -0.02592 3.14894 2.25418 0.014 -0.056 -0.079 0.001
C 0.18857 4.39069 0.07754 0.000 -0.091 0.062 0.001
C -1.84880 0.76796 -3.33768 -0.090 0.017 -0.082 -0.005
C -0.62872 1.30402 -4.11600 -0.020 0.038 0.058 0.000
C -2.10059 -0.63933 -3.88369 0.097 -0.094 0.048 -0.001
C -3.04925 1.65526 -3.71436 -0.068 -0.024 0.082 -0.002
C -2.90940 -1.00341 -0.44155 0.043 -0.108 0.095 0.029
C -4.25965 -0.63351 -1.07859 0.008 -0.037 -0.030 0.015
C -2.34457 -2.32533 -0.98578 -0.025 0.004 -0.047 0.014
C -3.19239 -1.27441 1.04076 0.012 0.036 -0.040 0.002
H -1.87031 0.83789 1.49724 0.091 0.013 0.037 0.001
H -0.45679 2.74743 -2.03632 0.087 -0.011 0.038 0.008
H -2.65883 3.13727 1.56182 -0.032 0.022 0.016 0.000
H -2.51133 3.99035 0.01556 -0.012 -0.023 -0.002 0.001
H -2.04702 4.79505 1.51753 0.000 0.007 -0.007 0.000
H -0.60306 2.42777 2.83580 0.018 -0.017 0.009 0.000
H -0.07437 4.10671 2.77386 0.010 -0.009 0.018 0.000
H 1.01559 2.83080 2.22484 0.044 -0.040 -0.007 0.001
H -0.31273 4.65913 -0.85313 0.005 -0.011 -0.010 0.000
H 1.20021 4.06601 -0.14931 0.099 -0.014 -0.023 -0.001
H 0.25575 5.29741 0.68001 -0.011 -0.009 0.017 0.000
H 0.29855 0.85708 -3.75815 0.038 -0.014 -0.009 0.001
H -0.53647 2.38728 -4.04281 0.016 -0.003 0.010 0.000
H -0.74336 1.07173 -5.17519 -0.013 -0.007 0.008 0.000
H -1.24320 -1.29758 -3.72353 -0.026 0.017 0.015 0.000
H -2.24499 -0.56432 -4.96212 -0.002 0.007 -0.002 0.000
H -2.98467 -1.12242 -3.48143 -0.017 -0.002 0.029 0.000
H -2.87908 2.68481 -3.39731 -0.006 0.014 0.009 0.000
H -3.97341 1.30850 -3.25037 0.008 0.024 -0.011 0.000
H -3.19188 1.65272 -4.79662 0.010 -0.017 0.003 0.000
H -4.21328 -0.52813 -2.15699 0.021 0.013 0.001 0.000
H -4.62856 0.30734 -0.66576 -0.005 -0.003 0.012 0.000
H -4.98966 -1.41111 -0.84914 -0.007 -0.012 -0.016 0.003
H -2.06910 -2.28142 -2.03150 0.031 0.011 -0.066 0.000
H -3.08772 -3.11578 -0.86720 -0.009 -0.006 0.000 0.002
H -1.45993 -2.61555 -0.41096 0.003 0.002 0.001 0.001
H -3.59408 -0.40110 1.55648 -0.016 -0.008 0.033 0.000
H -2.29160 -1.62617 1.54091 0.045 -0.016 0.037 0.001
H -3.92767 -2.07481 1.12382 -0.014 0.015 -0.025 0.000
Cl 2.37589 -6.40492 -2.90810 0.003 -0.005 -0.002 0.004
C 2.01473 -5.07397 -1.86788 0.005 0.001 -0.040 0.010
C 2.03065 -5.26864 -0.47954 0.003 0.005 0.061 -0.004
C 1.75180 -4.23237 0.37302 -0.003 0.041 -0.041 0.008
Cl 1.78314 -4.47550 2.07743 0.011 -0.025 0.049 0.002
C 1.43292 -2.93849 -0.11253 0.036 0.145 -0.022 -0.003
O 1.20567 -1.99326 0.75252 0.076 0.184 0.010 0.057
C 1.41120 -2.76980 -1.51859 -0.005 -0.064 0.138 0.010
C 1.04582 -1.54133 -2.13315 0.001 0.082 -0.018 -0.003
O 0.62099 -0.49864 -1.60414 0.014 -0.094 0.173 0.018
C 1.71596 -3.84666 -2.38139 0.001 0.015 -0.031 -0.002
H 2.26887 -6.24381 -0.07697 0.001 0.002 0.007 0.000
H 1.12768 -1.50868 -3.22443 -0.017 0.013 -0.016 0.000
H 1.70023 -3.69361 -3.45273 -0.001 0.008 -0.008 0.000
Te 2.53293 1.36917 -0.08486 0.015 -0.092 0.181 0.041
C 3.92839 0.63345 1.31357 -0.077 -0.073 -0.009 0.010
C 4.35590 -0.69389 1.26644 -0.009 -0.021 0.088 0.006
C 5.27800 -1.15851 2.19152 -0.034 -0.005 -0.018 -0.001
C 5.79047 -0.29986 3.15661 0.012 0.011 0.021 0.007
C 5.37677 1.02368 3.20492 -0.041 -0.008 -0.035 -0.001
C 4.43731 1.49028 2.29166 0.011 -0.028 0.012 0.005
H 3.94891 -1.36380 0.52047 0.045 -0.005 -0.032 0.000
H 5.59968 -2.19105 2.15810 0.005 -0.003 -0.002 0.000
H 6.51492 -0.66474 3.87242 0.008 -0.001 0.000 0.000
H 5.77996 1.69394 3.95257 -0.002 0.002 0.001 0.000
H 4.09773 2.51758 2.33940 0.018 0.016 -0.009 0.000
N 1.47392 0.08374 3.22403 0.203 0.123 0.059 0.002
C 1.25770 -0.18037 4.51623 -0.016 -0.004 0.045 0.000
C -0.06454 -0.54697 4.64288 0.053 0.038 -0.007 0.000
C -0.57699 -0.47321 3.34970 -0.111 0.161 0.098 0.001
N 0.36287 -0.07010 2.49617 0.150 -0.252 -0.249 0.003
H 2.34057 0.37171 2.78287 0.009 -0.042 -0.045 0.001
H 2.04832 -0.08182 5.23984 0.012 -0.010 0.002 0.000
H -0.58752 -0.82385 5.53958 -0.005 -0.010 0.009 0.000
H -1.57826 -0.66788 3.01817 -0.014 -0.032 -0.008 0.000
```
Positions in Å, forces in eV/Å.